Record 1
ORCA calculation (ωB97M-V with the def2-TZVPD basis set) on a structure of composition C29H48AuCl2NOP at a distorted geometry.

XYZ file:
```
83
Properties=species:S:1:pos:R:3
P 0.04018 -0.72960 -1.34815
C 1.61259 -0.09308 -2.21477
C 1.86617 -0.45917 -3.67859
C 3.27548 -0.02214 -4.09354
C 3.55463 1.45630 -3.80398
C 3.18450 1.87143 -2.37812
C 1.77472 1.41274 -1.98025
C -1.38999 0.14930 -2.23087
C -1.29756 0.32599 -3.73960
C -2.61312 0.90034 -4.27890
C -3.01924 2.20014 -3.57614
C -2.97403 2.10508 -2.05031
C -1.67077 1.48724 -1.54031
C -0.11038 -2.40387 -2.17383
C 1.09494 -3.26823 -1.76510
C 0.99707 -4.68980 -2.33380
C -0.34041 -5.36893 -2.02143
C -1.54571 -4.49501 -2.37728
C -1.44964 -3.06841 -1.81493
H 2.37582 -0.59934 -1.59519
H 1.13182 0.03560 -4.32489
H 1.75675 -1.53730 -3.85073
H 3.41753 -0.23014 -5.16107
H 4.00270 -0.63619 -3.54590
H 4.61633 1.66209 -3.97766
H 2.99382 2.07549 -4.51578
H 3.89615 1.42726 -1.66898
H 3.25694 2.95971 -2.26830
H 1.62336 1.63029 -0.91466
H 1.02765 1.97110 -2.56398
H -2.23627 -0.52101 -2.01057
H -3.40485 0.15186 -4.14290
H -1.06922 -0.62145 -4.24839
H -0.48621 1.02919 -3.97321
H -2.51275 1.07396 -5.35669
H -4.02697 2.48683 -3.89388
H -2.34492 3.00310 -3.89889
H -3.10279 3.09731 -1.60296
H -3.80927 1.48530 -1.69571
H -1.77481 1.31102 -0.46058
H -0.82980 2.18069 -1.68698
H -0.09141 -2.24795 -3.26833
H 2.03984 -2.81919 -2.10364
H 1.14576 -3.30798 -0.66696
H 1.13133 -4.64343 -3.42310
H 1.82396 -5.28798 -1.93512
H -0.37806 -5.61470 -0.95251
H -0.40435 -6.31726 -2.56606
H -2.46827 -4.95940 -2.01209
H -1.63110 -4.43063 -3.47037
H -2.29211 -2.48684 -2.21421
H -1.56833 -3.07341 -0.72116
Au -0.02106 0.43016 1.85268
Cl -2.14418 -0.33906 1.20941
Cl 2.25884 0.36666 1.27963
C -0.44824 1.76026 3.32256
H -0.77988 1.37248 4.29794
C -0.44490 3.16634 3.11805
C -1.15135 4.10890 3.94596
C -1.34489 5.39532 3.47806
C -0.83496 5.78150 2.22601
C -0.05471 4.89956 1.46252
C 0.22080 3.63371 1.95352
H -1.54112 3.78231 4.91452
H -1.90138 6.12840 4.07113
H 0.35329 5.18456 0.49365
H 0.90268 2.93411 1.46195
H -1.01903 6.77830 1.83686
C 0.76648 -1.78511 7.99508
N -0.00880 -1.65061 6.77518
C -1.31217 -2.28020 6.72885
C 0.40739 -1.01142 5.63834
C 1.69511 -0.23713 5.59502
O -0.33414 -1.04321 4.64884
H 0.17143 -2.36779 8.70486
H 0.98407 -0.80652 8.44780
H 1.71401 -2.31832 7.81972
H -2.11182 -1.54506 6.55658
H -1.37119 -3.04570 5.94238
H -1.48134 -2.75641 7.70038
H 2.29394 -0.63513 4.76880
H 1.45027 0.79807 5.33527
H 2.28917 -0.25590 6.50975
```

Properties
2S+1   3
Expectation value of S²   2.044
Total charge   -1
Energy relative to the best compared isomer or geometry (same formula, charge and spin)   24.6 kJ/mol
HOMO-LUMO gap (alpha / beta)   6.06 / 7.39 eV

---

Record 2
ORCA calculation (ωB97M-V with the def2-TZVPD basis set) on an isolated molecule of C19H13BClF3N2O4 at a distorted geometry.

XYZ file:
```
43
Properties=species:S:1:pos:R:3
O -1.11030 -3.62389 0.80607
C -1.04389 -2.41269 0.76676
N -1.66498 -1.61618 1.75905
C -2.33687 -2.12272 2.87663
C -2.69702 -3.46215 2.95012
C -3.38930 -3.94780 4.03716
C -3.74737 -3.07690 5.08290
Cl -4.47092 -3.63714 6.48436
C -3.41639 -1.75823 5.03816
C -2.72355 -1.30520 3.95073
B -2.29959 0.16861 4.13875
O -2.85538 0.82741 5.22269
O -1.34174 0.77944 3.31379
C -0.25132 -1.81030 -0.33216
C 0.30686 -2.65139 -1.29372
C 1.09686 -2.10135 -2.25124
C 1.38776 -0.72757 -2.25077
O 2.21677 -0.22635 -3.26311
C 2.43209 1.13702 -3.41398
C 1.74893 2.16558 -2.75711
C 2.10365 3.48076 -2.99856
C 3.02845 3.77677 -3.96826
C 3.36202 5.22360 -4.27660
F 2.83523 5.99395 -3.28414
F 2.73374 5.43866 -5.44403
F 4.68210 5.36016 -4.41940
C 3.65262 2.77644 -4.68539
C 3.38657 1.46806 -4.37177
N 0.86892 0.08074 -1.32147
C 0.07326 -0.46071 -0.42737
H -1.40943 -0.63874 1.82690
H -2.50319 -4.12525 2.12930
H -3.68908 -4.99127 4.10166
H -3.69007 -1.09359 5.84281
H -2.57486 1.72850 5.36632
H -1.18146 1.66032 3.68674
H 0.08371 -3.70451 -1.30786
H 1.55609 -2.77050 -2.94719
H 0.98889 1.89607 -2.03283
H 1.70979 4.31523 -2.40267
H 4.42529 3.05691 -5.38052
H 3.93951 0.69681 -4.90318
H -0.22243 0.23339 0.35241
```

Properties
SMILES string   O=C(Nc1ccc(Cl)cc1B(O)O)c1ccc(Oc2ccc(C(F)(F)F)cc2)nc1
Energy relative to the best compared isomer or geometry (same formula, charge and spin)   0.0 kJ/mol
HOMO-LUMO gap   8.21 eV

---

Record 3
ORCA calculation (ωB97M-V with the def2-TZVPD basis set) on a cluster of 2 separate species, C26H52BN3O2P in total at a distorted geometry.

XYZ file:
```
85
Properties=species:S:1:pos:R:3
C 4.84775 -4.29676 -1.16092
C 4.80619 -4.63904 -2.44303
C 3.58119 -4.58126 -3.31626
C 3.72857 -5.66865 -4.29147
N 3.81767 -6.55355 -5.04513
C 3.42367 -3.16539 -4.03710
C 3.43146 -3.42154 -5.48228
N 3.46729 -3.54634 -6.63249
C 2.02892 -2.48906 -3.77148
N 1.86028 -1.67870 -2.59688
C 2.07504 -2.32083 -1.31822
B 4.73087 -2.26954 -3.76454
O 4.81790 -1.25708 -2.82394
O 5.82314 -2.56454 -4.52560
C 7.07620 -2.47781 -3.84046
C 8.11229 -3.37530 -4.47917
H 4.01548 -4.45506 -0.49593
H 5.74945 -3.83287 -0.79731
H 5.72091 -4.95871 -2.91582
H 2.66960 -4.82988 -2.78573
H 1.29274 -3.28971 -3.71681
H 1.79019 -1.92516 -4.66339
H 2.31788 -0.78726 -2.66709
H 1.80717 -3.36642 -1.31335
H 1.44788 -1.82381 -0.57975
H 3.10272 -2.17242 -0.99107
H 5.11615 -1.56758 -1.96969
H 7.00933 -2.75197 -2.78889
H 7.42117 -1.44969 -3.85418
H 7.72746 -4.36039 -4.70678
H 8.88820 -3.51937 -3.73132
H 8.58885 -2.89707 -5.32300
C -2.90284 6.02925 1.00122
C -1.83604 4.97837 0.70569
C -2.35591 3.82375 -0.15268
C -3.24435 2.80258 0.57640
P -2.44150 1.55412 1.58772
C -1.13584 0.81473 0.57308
C -1.44555 0.31489 -0.84598
C -2.21950 -0.99808 -0.99453
C -1.67342 -2.16077 -0.17362
C -3.59843 0.22850 1.93869
C -4.89381 0.45004 2.73729
C -4.76885 0.61627 4.25313
C -3.82672 -0.36817 4.93807
C -1.49054 2.13841 3.00002
C -2.06225 2.78370 4.27418
C -3.10453 3.90226 4.11077
C -2.54210 5.29111 4.40825
H -3.77015 5.60401 1.51143
H -2.49702 6.81558 1.63602
H -3.25090 6.49478 0.07855
H -1.40912 4.60987 1.64150
H -1.02046 5.46394 0.16688
H -1.50374 3.30725 -0.60138
H -2.92749 4.23883 -0.98404
H -3.77960 2.23126 -0.19148
H -4.03372 3.30867 1.13613
H -0.65744 0.03054 1.16564
H -0.37504 1.59663 0.47999
H -0.48472 0.18462 -1.35074
H -1.97371 1.09317 -1.40340
H -2.19126 -1.27908 -2.04850
H -3.27927 -0.84980 -0.77213
H -0.66752 -2.42550 -0.49766
H -2.30537 -3.03936 -0.29930
H -1.63932 -1.94362 0.89623
H -3.04393 -0.62705 2.32975
H -3.94033 -0.08356 0.94826
H -5.52668 -0.42015 2.55093
H -5.43333 1.30833 2.32801
H -5.76327 0.51169 4.69006
H -4.46938 1.64095 4.47996
H -4.20225 -1.38950 4.85768
H -3.73575 -0.12623 5.99642
H -2.81882 -0.34366 4.51663
H -0.71865 2.80000 2.59511
H -0.93305 1.25294 3.32950
H -1.21531 3.16177 4.84959
H -2.47638 1.99372 4.90050
H -3.92148 3.72842 4.81350
H -3.55482 3.88501 3.11668
H -2.27605 5.37715 5.46178
H -3.28350 6.05975 4.19175
H -1.64889 5.50241 3.81677
```

Properties
Total charge   +1
HOMO-LUMO gap   8.82 eV

---

no.,electronic energy (Ha)
1,-2661.3070
2,-1927.0937
3,-1702.6142